--- a ---
Below is a gas-phase ion, C5H10NO3 (charge -1), with properties calculated with wB97M-V/def2-TZVPD.

```
! wB97M-V def2-TZVPD RIJCOSX def2/J DEFGRID3
* xyz -1 1
C -0.518 -1.548 -0.938
C -0.685 -0.365 -0.032
C 0.526 0.609 -0.038
C 0.020 1.821 0.728
O 0.847 1.110 -1.316
C 1.779 -0.119 0.668
N 2.882 -0.382 0.042
O 3.933 -0.810 0.591
O 2.912 -0.268 -1.259
H 0.370 -2.113 -0.909
H -1.359 -2.302 -0.898
H -0.431 -1.273 -2.005
H -1.540 0.157 -0.405
H -0.819 -0.657 1.013
H -1.008 2.000 0.436
H 0.696 2.674 0.704
H 0.109 1.467 1.745
H 1.514 0.482 -1.564
H 1.809 -0.471 1.769
*
```

Properties
LUMO (eV): 3.836
SMILES: CC[C@](C)(O)C=[N+]([O-])[O-]
Kohn-Sham gap (eV): 7.3

Atom charges from the natural (NBO) analysis, given in e for atoms 1 to 5: -0.616, -0.425, 0.246, -0.613, -0.762



--- b ---
Below is 2 unconnected molecules or ions with the total composition C5H10NO3, with properties calculated with wB97M-V/def2-TZVPD.

```
! wB97M-V def2-TZVPD RIJCOSX def2/J DEFGRID3
* xyz -1 1
C 2.024 1.091 0.458
C 1.485 -0.121 1.269
C 0.799 2.069 0.577
O 0.716 3.050 1.257
N -0.249 1.955 -0.409
H 2.924 1.748 0.661
H 2.191 0.728 -0.598
H 1.638 -1.121 0.863
H -0.985 2.516 -0.270
H -0.408 0.974 -0.564
H 0.379 0.071 1.219
H 1.797 -0.085 2.360
C -1.939 -1.901 -1.594
C -1.586 -1.711 -0.122
O -1.885 -2.793 0.451
O -1.111 -0.638 0.224
H -1.100 -1.313 -2.189
H -2.873 -1.517 -1.886
H -1.816 -3.004 -1.705
*
```

Properties
LUMO (eV): 3.769
Kohn-Sham gap (eV): 8.0

Atom charges from the natural (NBO) analysis, given in e for atoms 1 to 5: -0.513, -0.639, 0.702, -0.638, -0.863



On energetic grounds, b is preferred over the next structure by 76.9 kcal/mol.